(1)
A structure of composition C21H18N6O4Ta, computed with wB97M-V/def2-TZVPD.

```
50
Properties=species:S:1:pos:R:3:nbo_charge:R:1
Ta 0.0774 -0.5413 0.0104 2.425
C -0.6348 3.9246 0.6773 -0.730
C -0.4812 2.4802 1.0040 0.678
O -0.1642 1.7064 0.0754 -0.657
C -0.6710 2.0033 2.3710 -0.281
C -1.1839 2.8644 3.3513 -0.053
C -1.3173 2.4563 4.6609 -0.240
C -0.9201 1.1698 5.0206 -0.119
C -0.4064 0.3011 4.0746 -0.257
C -0.2939 0.7113 2.7575 0.366
O 0.1879 -0.1767 1.8533 -0.732
H -0.4030 4.0850 -0.3709 0.245
H 0.0166 4.5296 1.3095 0.254
H -1.6688 4.2350 0.8423 0.296
H -1.4929 3.8616 3.0718 0.227
H -1.7253 3.1295 5.4008 0.240
H -1.0182 0.8411 6.0465 0.236
H -0.1019 -0.7024 4.3387 0.233
C -0.6439 -2.5412 -0.4843 -1.117
H -1.4158 -2.4418 -1.2489 0.265
H -1.1330 -2.9830 0.3902 0.255
H 0.1245 -3.2324 -0.8364 0.233
N -1.9599 -0.3177 0.2263 -0.748
C -2.9159 0.3313 -0.0359 0.746
N -3.9633 0.9755 -0.2656 -0.578
C -3.9636 2.2648 0.0944 0.434
N -3.9706 3.3751 0.4074 -0.422
O 1.6786 0.2254 -1.1350 -0.719
C 0.9303 0.5455 -2.1397 0.727
C 1.2230 1.3796 -3.3364 -0.510
C -0.1426 1.3824 -4.0423 -0.517
C -1.0821 0.5879 -3.1304 0.707
O -2.2472 0.3937 -3.2571 -0.483
N -0.2934 0.0960 -2.0488 -0.695
H 2.0307 0.9374 -3.9206 0.267
H 1.5583 2.3664 -3.0142 0.267
H -0.1204 0.9101 -5.0229 0.263
H -0.5511 2.3831 -4.1714 0.264
N 5.6099 -5.2378 2.4531 -0.194
C 4.8009 -4.5238 2.0629 0.227
C 3.7844 -3.6285 1.5767 -0.064
C 2.5194 -3.6191 2.1555 -0.187
C 1.5759 -2.7502 1.6603 0.082
N 1.8214 -1.9057 0.6432 -0.518
C 3.0421 -1.9212 0.0879 0.088
C 4.0458 -2.7645 0.5250 -0.197
H 2.2742 -4.2805 2.9734 0.258
H 0.5819 -2.7251 2.0843 0.233
H 3.2180 -1.2363 -0.7255 0.243
H 5.0144 -2.7408 0.0476 0.259
```

Output
Electronic energy, eV: -40747.8939
Net charge: +1
Energy above the lowest of the compared OMol25 structures with the same formula, charge and spin, kJ/mol: 5.8


(2)
An isolated molecule of C21H19Br3N4O in a non-equilibrium geometry, computed with wB97M-V/def2-TZVPD.

```
48
Properties=species:S:1:pos:R:3:nbo_charge:R:1
C -0.3588 -2.2628 0.1266 -0.420
N -0.2854 -0.8228 0.4738 -0.453
C -1.6110 -0.2532 0.8658 -0.218
C -1.4137 1.2171 1.3155 -0.094
C -2.6636 1.8599 1.8208 -0.041
C -3.4392 2.7697 1.1277 -0.032
N -4.5437 3.1179 1.8900 -0.546
C -4.5140 2.3887 3.0668 0.198
C -5.3849 2.3912 4.1278 -0.185
Br -6.8985 3.5547 4.1202 0.055
C -5.1606 1.5593 5.2047 -0.088
Br -6.3884 1.4837 6.6618 0.083
C -3.9985 0.6957 5.2419 -0.312
C -3.0562 0.7534 4.1820 0.346
O -1.9361 -0.0320 4.2940 -0.661
C -3.3466 1.6002 3.0754 -0.193
N -0.8707 2.0021 0.2088 -0.635
C 0.4388 1.5104 -0.2886 -0.206
C 0.4087 -0.0135 -0.5834 -0.086
C 1.8440 -0.3910 -0.6507 -0.108
C 2.6293 -0.9882 0.3158 -0.018
N 3.9233 -1.1373 -0.1952 -0.540
C 3.9804 -0.5505 -1.4603 0.137
C 5.0653 -0.4149 -2.3252 -0.258
C 4.9007 0.2462 -3.5617 -0.090
Br 6.2869 0.3990 -4.8680 0.061
C 3.6127 0.6686 -3.9009 -0.250
C 2.5484 0.5132 -3.0147 -0.211
C 2.7361 -0.0423 -1.7727 -0.036
H -1.1355 -2.3950 -0.5972 0.172
H -0.5792 -2.8792 1.0529 0.204
H 0.5014 -2.6622 -0.3849 0.218
H -2.3118 -0.2891 0.0147 0.186
H -1.9984 -0.8298 1.7179 0.202
H -0.6835 1.2363 2.1335 0.164
H -3.2308 3.1098 0.1079 0.237
H -5.2342 3.8529 1.6912 0.433
H -3.7547 0.0404 6.0853 0.243
H -1.4162 0.0509 3.4982 0.484
H -0.8040 3.0204 0.4805 0.371
H 1.1937 1.7201 0.4505 0.174
H 0.7422 2.0884 -1.1504 0.211
H -0.0975 -0.1491 -1.5457 0.183
H 2.2470 -1.3239 1.2865 0.238
H 4.6625 -1.6352 0.2660 0.415
H 6.0338 -0.8358 -2.0744 0.225
H 3.3691 1.1755 -4.8639 0.228
H 1.5577 0.8429 -3.3056 0.214
```

Output
SMILES: CN1C[C@H](c2c[nH]c3c(Br)c(Br)cc(O)c23)NC[C@H]1c1c[nH]c2cc(Br)ccc12
Electronic energy, eV: -240220.6372
Net charge: 0


(3)
An isolated molecule of C21H19BrN4O2 in a non-equilibrium geometry, computed with wB97M-V/def2-TZVPD.

```
47
Properties=species:S:1:pos:R:3:nbo_charge:R:1
C 0.8629 -3.8960 1.8734 -0.615
C -0.1819 -4.2810 0.8304 -0.208
N -1.0040 -3.1510 0.4789 -0.297
C -2.2376 -2.8539 0.9205 0.228
N -2.7079 -1.7167 0.4536 -0.500
C -1.7192 -1.2378 -0.3330 0.359
C -0.6381 -2.1078 -0.3404 -0.094
C 0.5505 -1.8487 -1.0907 0.663
O 1.5485 -2.5427 -1.1492 -0.628
N 0.4482 -0.6466 -1.7971 -0.451
C 1.6246 -0.2419 -2.5703 -0.248
C 2.5192 0.6273 -1.7266 -0.035
C 2.3903 2.0102 -1.7481 -0.158
C 3.1831 2.7977 -0.9309 -0.210
C 4.1090 2.2179 -0.0809 -0.247
C 4.2238 0.8389 -0.0635 -0.053
Br 5.4869 0.0235 1.1102 0.041
C 3.4430 0.0362 -0.8740 -0.252
C -0.6176 0.2458 -1.8086 0.808
O -0.5816 1.2629 -2.4680 -0.645
N -1.7211 -0.0898 -1.0600 -0.411
C -2.8337 0.8467 -0.9518 -0.255
C -2.6342 1.7419 0.2435 0.038
C -3.1866 1.4041 1.4716 -0.239
C -2.9640 2.2053 2.5780 -0.198
C -2.1833 3.3435 2.4662 -0.215
C -1.6214 3.6777 1.2454 -0.206
C -1.8447 2.8799 0.1372 -0.234
H 1.4342 -4.7737 2.1607 0.219
H 1.5465 -3.1611 1.4568 0.231
H 0.3878 -3.4787 2.7586 0.207
H 0.3215 -4.6309 -0.0741 0.231
H -0.8370 -5.0685 1.2111 0.205
H -2.7889 -3.4910 1.5834 0.204
H 2.1412 -1.1579 -2.8637 0.243
H 1.2744 0.3026 -3.4484 0.240
H 1.6585 2.4621 -2.3992 0.226
H 3.0816 3.8721 -0.9522 0.216
H 4.7304 2.8249 0.5595 0.227
H 3.5406 -1.0387 -0.8443 0.247
H -3.7429 0.2532 -0.8457 0.229
H -2.8548 1.4293 -1.8751 0.244
H -3.7830 0.5078 1.5557 0.227
H -3.4001 1.9404 3.5301 0.210
H -2.0110 3.9685 3.3302 0.212
H -1.0085 4.5626 1.1563 0.213
H -1.4036 3.1317 -0.8158 0.229
```

Output
SMILES: CCn1cnc2c1c(=O)n(Cc1cccc(Br)c1)c(=O)n2Cc1ccccc1
Electronic energy, eV: -102185.5943
Net charge: 0
Energy above the lowest of the compared OMol25 structures with the same formula, charge and spin, kJ/mol: 0.0


| no. | orbital gap (eV) |
| --- | --- |
| 1 | 7.839 |
| 2 | 8.484 |
| 3 | 9.247 |